14
Properties=species:S:1:pos:R:3:nbo_charge:R:1 method="wB97M-V/def2-TZVPD" smiles="C1=COCCC1" homo_ev=-8.61 energy_ha=-270.52149 orbital_gap_ev=9.7 relative_energy_kcal_mol=22.8
O -1.42415 -0.07035 -0.17182 -0.50
C -0.80690 1.13723 -0.09680 0.13
C 0.75086 -1.13717 -0.30063 -0.43
C -0.64864 -1.13332 0.34536 -0.07
C 1.49355 0.16438 0.08102 -0.43
C 0.49736 1.31321 0.11718 -0.32
H 2.27663 0.36558 -0.68733 0.21
H -1.21401 -2.01968 0.12396 0.19
H 2.03070 0.14818 1.04155 0.21
H -0.57625 -1.10183 1.41798 0.17
H -1.57895 1.90709 -0.16398 0.19
H 0.90036 2.29326 0.22126 0.21
H 1.30167 -2.07653 -0.08434 0.22
H 0.53563 -1.01916 -1.37136 0.21

65
Properties=species:S:1:pos:R:3:nbo_charge:R:1 method="wB97M-V/def2-TZVPD" homo_ev=-11.27 energy_ha=-2376.69474 orbital_gap_ev=6.7 relative_energy_kcal_mol=88.4 charge=+1
Sr 7.67354 12.08183 9.10873 1.77
S 6.56412 10.33856 6.95968 -0.46
F 4.67688 14.38033 11.56681 -0.53
F 11.72800 9.10984 9.24083 -0.53
F 6.19376 13.37897 13.01353 -0.54
F 11.25660 10.00009 11.35693 -0.54
O 9.59055 9.23831 9.88145 -0.63
O 5.66401 12.29713 11.01339 -0.61
O 10.93209 11.32102 9.33012 -0.60
O 6.96968 14.53550 11.12020 -0.62
N 8.17234 13.92732 10.72873 -0.25
N 9.27632 14.18688 5.43730 -0.59
N 8.45997 9.90379 10.23904 -0.23
N 7.33492 15.61079 7.70192 -0.23
N 6.98741 8.18201 8.39610 -0.59
N 8.80050 8.92239 7.20664 -0.78
N 10.06578 12.27150 9.89771 -0.25
N 6.76056 11.52741 11.21590 -0.25
N 6.98735 15.18066 6.34170 -0.60
N 9.79916 13.02309 6.08733 -0.23
C 5.63802 15.32638 6.09123 0.00
C 8.32723 8.39809 12.16600 -0.69
C 11.05318 13.01211 5.83708 0.07
C 7.89355 9.53607 11.30672 0.26
C 10.33652 14.79382 4.70117 0.01
C 10.27989 12.82008 11.03356 0.25
C 11.46204 14.12942 4.99689 -0.25
C 9.16533 13.76476 11.52592 0.27
C 7.51834 6.88813 8.56426 -0.44
C 6.60318 10.30042 11.53291 0.24
C 9.23897 14.34515 12.90742 -0.70
C 5.08520 15.89782 7.21271 -0.25
C 11.42762 12.50129 11.89784 -0.69
C 7.54633 9.08622 7.57626 0.36
C 6.16438 15.99244 8.19226 0.05
C 5.29940 9.70435 11.98579 -0.68
B 8.07423 14.61160 5.80130 1.42
B 5.86122 13.68332 11.72303 1.27
B 10.92480 9.91842 10.00686 1.26
H 12.08036 11.88764 11.31657 0.27
H 5.18604 9.95057 13.05815 0.26
H 9.20718 9.58444 6.55213 0.42
H 10.13589 14.97274 12.96826 0.23
H 5.15433 15.06048 5.11792 0.27
H 12.46469 14.32928 4.63085 0.27
H 4.50259 10.06203 11.40375 0.25
H 6.75618 6.22571 8.99280 0.23
H 8.63044 8.74012 13.14497 0.25
H 7.47115 7.70411 12.23685 0.23
H 8.44722 18.23785 5.90235 -0.03
H 5.99480 8.37076 8.34449 0.42
H 10.16441 15.75951 4.24647 0.25
H 9.27375 13.62644 13.71187 0.25
H 11.83539 13.40787 12.26170 0.23
H 7.94787 18.61419 6.31168 0.03
H 11.65504 12.20660 6.21912 0.26
H 8.36556 14.99643 13.07644 0.27
H 9.13758 7.85848 11.67300 0.26
H 8.37215 6.89146 9.27313 0.22
H 7.87044 6.45904 7.64290 0.21
H 4.06057 16.04880 7.49681 0.27
H 11.13699 11.97199 12.81999 0.25
H 5.36946 8.59837 11.96046 0.22
H 6.14073 16.16993 9.25289 0.29
H 9.43986 8.45232 7.84547 0.45